Entry 1:
{
  "formula": "C50H59N5OPSiTl",
  "method": "the ωB97M-V functional and the def2-TZVPD basis",
  "elements": ["Tl", "C", "N", "C", "C", "C", "C", "C", "N", "C", "C", "C", "C", "C", "C", "H", "H", "H", "H", "H", "H", "H", "H", "H", "H", "H", "N", "C", "N", "C", "N", "O", "Si", "C", "C", "C", "C", "C", "C", "C", "C", "C", "C", "C", "C", "C", "C", "C", "C", "C", "C", "H", "H", "H", "H", "H", "H", "H", "H", "H", "H", "H", "H", "H", "H", "H", "C", "C", "C", "C", "C", "C", "P", "C", "C", "C", "C", "C", "C", "C", "C", "C", "C", "C", "C", "H", "H", "H", "H", "H", "H", "H", "H", "H", "H", "H", "H", "H", "H", "H", "H", "H", "H", "H", "H", "H", "H", "H", "H", "H", "H", "H", "H", "H", "H", "H", "H", "H"],
  "xyz": [[0.6899, -0.3453, -0.3671], [4.1225, 0.7558, -0.5230], [3.1903, -0.3762, -0.6700], [3.6964, -1.5411, -0.5342], [2.9024, -2.6974, -0.4446], [3.2691, -4.0440, -0.3687], [2.0799, -4.7665, -0.2415], [1.0500, -3.8189, -0.2029], [1.5540, -2.5902, -0.3429], [4.8001, 0.7389, 0.8339], [6.1849, 0.7806, 0.9292], [6.8113, 0.7420, 2.1703], [6.0527, 0.6575, 3.3261], [4.6653, 0.6123, 3.2385], [4.0430, 0.6533, 2.0012], [3.5734, 1.6818, -0.6660], [4.8827, 0.7039, -1.3073], [4.7769, -1.6640, -0.4425], [4.2748, -4.4345, -0.4384], [1.9626, -5.8342, -0.1304], [-0.0060, -3.9777, -0.0403], [6.7856, 0.8515, 0.0273], [7.8924, 0.7736, 2.2316], [6.5374, 0.6249, 4.2949], [4.0646, 0.5476, 4.1380], [2.9599, 0.6383, 1.9325], [-0.6116, 0.8691, -1.8620], [-1.6697, 1.3154, -1.5442], [-2.8728, 1.6279, -1.3993], [-3.5954, 2.2285, -0.4721], [-4.3229, 2.6566, 0.3222], [0.8385, 1.7060, 0.5504], [1.4336, 3.1793, 0.2255], [0.0998, 4.5136, 0.4254], [-1.1223, 4.4167, -0.2402], [-2.1146, 5.3714, -0.0627], [-1.8826, 6.4623, 0.7659], [-0.6615, 6.5960, 1.4101], [0.3244, 5.6259, 1.2471], [2.8336, 3.6483, 1.3969], [2.5459, 3.6481, 2.7698], [3.5092, 3.9805, 3.7106], [4.7937, 4.3114, 3.2951], [5.0969, 4.3267, 1.9404], [4.1235, 3.9996, 1.0025], [2.0713, 3.5636, -1.5307], [2.5269, 4.8441, -1.8549], [3.0705, 5.1138, -3.1040], [3.1571, 4.1098, -4.0615], [2.6939, 2.8365, -3.7673], [2.1519, 2.5716, -2.5131], [-1.2878, 3.5867, -0.9121], [-3.0710, 5.2593, -0.5583], [-2.6511, 7.2142, 0.9008], [-0.4736, 7.4506, 2.0515], [1.2722, 5.7337, 1.7629], [1.5413, 3.3873, 3.0961], [3.2584, 3.9866, 4.7655], [5.5529, 4.5632, 4.0267], [6.0946, 4.5983, 1.6154], [4.3800, 4.0245, -0.0523], [2.4595, 5.6397, -1.1183], [3.4309, 6.1103, -3.3319], [3.5825, 4.3221, -5.0347], [2.7550, 2.0492, -4.5108], [1.7899, 1.5750, -2.3043], [-3.3508, -6.5820, 0.5717], [-3.1974, -5.6656, 1.8056], [-2.3174, -4.4441, 1.5056], [-2.6342, -3.9102, 0.1049], [-2.2316, -4.9471, -0.9722], [-2.1930, -6.3720, -0.4006], [-1.8643, -2.2554, -0.2081], [-2.3068, -1.8617, -1.9609], [-1.2961, -2.3999, -2.9893], [-1.3856, -1.5303, -4.2575], [-2.8420, -1.1005, -4.5354], [-3.8279, -2.1187, -3.9597], [-3.7464, -2.1511, -2.4202], [-2.8498, -0.9845, 0.7204], [-4.3684, -1.2073, 0.9111], [-4.7232, -1.5606, 2.3553], [-4.3207, -0.4259, 3.3175], [-3.0531, 0.3109, 2.8451], [-2.1592, -0.6423, 2.0575], [-4.2883, -6.3603, 0.0524], [-3.3986, -7.6250, 0.8851], [-2.7550, -6.2239, 2.6332], [-4.1847, -5.3314, 2.1336], [-1.2611, -4.7179, 1.5709], [-2.4955, -3.6775, 2.2611], [-3.7135, -3.7391, 0.0580], [-1.2562, -4.7148, -1.4028], [-2.9540, -4.9142, -1.7899], [-1.2455, -6.5510, 0.1165], [-2.2514, -7.0885, -1.2210], [-2.1745, -0.7844, -1.9694], [-1.5193, -3.4402, -3.2326], [-0.2795, -2.3625, -2.5877], [-0.9834, -2.0848, -5.1081], [-0.7714, -0.6388, -4.1203], [-3.0041, -0.9914, -5.6083], [-3.0378, -0.1255, -4.0770], [-3.6006, -3.1087, -4.3676], [-4.8466, -1.8729, -4.2638], [-4.0966, -3.1233, -2.0651], [-4.4112, -1.3900, -2.0053], [-2.7235, -0.1093, 0.0816], [-4.7510, -1.9693, 0.2311], [-4.8805, -0.2741, 0.6570], [-4.2258, -2.4918, 2.6423], [-5.7972, -1.7369, 2.4314], [-4.1561, -0.8478, 4.3117], [-5.1386, 0.2924, 3.4002], [-2.5183, 0.7201, 3.7032], [-3.3221, 1.1530, 2.2027], [-1.9684, -1.5418, 2.6540], [-1.1887, -0.1761, 1.8522]],
  "mulliken_charge": [2.398, -0.208, -0.058, 0.115, -0.026, -1.389, -0.892, -0.015, 0.206, 0.736, -0.294, -0.711, -0.533, -0.760, 0.277, -1.404, 0.648, 0.459, 0.478, 0.496, -0.238, 0.393, 0.413, 0.409, 0.454, 0.033, -0.411, 0.677, -0.727, 0.725, -0.711, -0.142, -0.069, 0.367, -0.300, -0.795, -0.625, -0.829, -0.073, 0.589, -0.301, -0.765, -0.640, -0.637, -0.339, 0.342, -0.452, -0.797, -0.681, -1.196, 0.528, 0.424, 0.453, 0.372, 0.409, 0.338, 0.380, 0.421, 0.398, 0.421, 0.317, 0.486, 0.415, 0.380, 0.461, 0.487, -0.817, -0.931, -0.718, 0.989, -0.770, -0.956, -2.191, 2.043, -0.826, -0.766, -0.680, -0.996, -0.688, 3.001, -0.986, -0.719, -0.997, -0.725, -0.427, 0.327, 0.465, 0.523, 0.232, 0.306, 0.111, 1.154, 0.115, 0.411, 0.245, 0.530, -0.375, 0.514, -0.098, 0.564, 0.028, 0.532, 0.199, 0.352, 0.514, 0.164, 0.246, -2.292, 0.612, 0.513, -0.024, 0.504, 0.389, 0.337, 0.519, 0.114, 0.388, 0.154],
  "molar_mass_g_mol": 1009.50,
  "lumo_ev": -2.33,
  "relative_energy_kcal_mol": 58.1,
  "gap_ev": 6.06
}

***

Entry 2:
{
  "formula": "C50H55N6STa",
  "method": "the ωB97M-V functional and the def2-TZVPD basis",
  "elements": ["Ta", "C", "C", "C", "C", "C", "C", "C", "C", "C", "C", "C", "C", "C", "C", "C", "C", "N", "C", "C", "C", "N", "C", "C", "C", "N", "C", "C", "C", "C", "C", "C", "C", "C", "C", "C", "C", "C", "N", "C", "C", "H", "H", "H", "H", "H", "H", "H", "H", "H", "H", "H", "H", "H", "H", "H", "H", "H", "H", "H", "H", "H", "H", "H", "H", "H", "H", "H", "H", "H", "H", "H", "H", "H", "H", "H", "H", "H", "H", "H", "H", "H", "H", "H", "H", "C", "C", "C", "C", "N", "C", "C", "C", "C", "C", "C", "C", "H", "H", "H", "H", "H", "H", "H", "H", "S", "C", "C", "N", "C", "H", "H", "H"],
  "xyz": [[-0.0766, 0.1030, 0.4073], [5.3762, 2.8264, -1.7666], [5.0219, 2.3540, -0.3332], [4.0335, 1.2452, -0.2665], [4.2654, -0.0928, -0.2564], [5.5084, -0.8120, -0.1522], [6.0192, -1.4581, -1.4824], [2.9656, -0.7226, -0.2117], [2.8285, -2.0870, -0.0606], [1.5953, -2.6656, 0.1768], [1.4840, -4.0681, 0.5025], [2.6684, -4.9639, 0.7090], [3.4395, -4.6454, 1.9960], [0.1399, -4.3263, 0.6288], [-0.5289, -3.0679, 0.3714], [-1.8751, -2.9742, 0.2094], [-2.4866, -1.8591, -0.4052], [-1.8483, -0.6640, -0.6211], [-2.7539, -0.0163, -1.5237], [-2.4730, 1.2177, -2.0858], [-1.2696, 1.8807, -1.9219], [-0.2121, 1.5089, -1.1101], [0.6034, 2.6231, -1.0517], [1.9203, 2.6226, -0.5250], [2.6074, 1.4248, -0.3358], [1.9694, 0.1950, -0.2526], [0.0600, 3.6897, -1.7983], [-1.0991, 3.2646, -2.3910], [-2.0410, 3.9114, -3.3580], [-3.2886, 4.5699, -2.7668], [0.6815, 5.0938, -1.8131], [0.1548, 5.8712, -0.6228], [-3.9453, -0.7356, -1.6662], [-3.7968, -1.9391, -0.9744], [-4.6931, -3.1450, -0.9545], [-5.4988, -3.2445, 0.3694], [-5.0955, -0.4398, -2.5805], [-4.6973, -0.7493, -4.0412], [0.3694, -2.0354, 0.2455], [-0.5239, -5.6263, 0.8318], [-0.8989, -6.2814, -0.5260], [6.0846, 3.6774, -1.7299], [4.4656, 3.0913, -2.2898], [5.8730, 2.0583, -2.3578], [4.6211, 3.2246, 0.1823], [5.9566, 2.0741, 0.2031], [5.4181, -1.5883, 0.5942], [6.2664, -0.1475, 0.1605], [5.3319, -2.1732, -1.9238], [6.9622, -1.9519, -1.2729], [6.0930, -0.7354, -2.2579], [3.6793, -2.7514, -0.1246], [3.3066, -4.8645, -0.1806], [2.2482, -5.9874, 0.6873], [3.7881, -3.5795, 1.9713], [4.2845, -5.3322, 2.0642], [2.7889, -4.7468, 2.8560], [-2.5129, -3.8539, 0.3151], [-3.2140, 1.5542, -2.8130], [2.4398, 3.5613, -0.5358], [-2.3881, 3.1547, -4.1028], [-1.4860, 4.6681, -3.9303], [-3.9277, 3.8801, -2.2129], [-3.9312, 5.0434, -3.5536], [-3.0132, 5.3402, -2.0489], [0.4186, 5.5855, -2.7500], [1.7862, 5.0294, -1.8479], [-0.9073, 6.0430, -0.7356], [0.6204, 6.8383, -0.4645], [0.2505, 5.2482, 0.2529], [-4.1107, -4.0650, -1.0835], [-5.3349, -3.0420, -1.8231], [-4.8825, -3.0401, 1.2430], [-5.9489, -4.2346, 0.4812], [-6.2657, -2.4573, 0.3663], [-5.4321, 0.5876, -2.4969], [-5.9672, -1.0691, -2.3646], [-4.1770, 0.0595, -4.5245], [-5.6001, -0.9356, -4.5842], [-4.0349, -1.6435, -4.0706], [-1.4366, -5.5086, 1.3947], [0.1218, -6.3178, 1.3507], [-1.6225, -5.7057, -1.1105], [-1.3985, -7.2425, -0.4103], [-0.0164, -6.3826, -1.1817], [-2.1610, 3.8649, 1.3482], [-1.4176, 4.3814, 2.3879], [-0.3662, 3.6976, 2.9163], [-0.1047, 2.4127, 2.4439], [-0.8404, 1.8907, 1.4444], [-1.8783, 2.5770, 0.9268], [0.9093, 1.4900, 2.9477], [1.6919, 1.8696, 4.0423], [2.6861, 1.0276, 4.4827], [2.9032, -0.2188, 3.8855], [2.0860, -0.5589, 2.7941], [1.1011, 0.2943, 2.2610], [-2.9876, 4.4046, 0.9619], [-1.6248, 5.3845, 2.7493], [0.2227, 4.1282, 3.7253], [-2.4566, 2.0408, 0.1976], [1.5281, 2.7888, 4.5531], [3.3406, 1.3660, 5.3115], [3.7307, -0.8153, 4.2192], [2.3408, -1.4842, 2.2582], [-2.1785, -1.8738, 4.0603], [-3.2916, -0.8683, 3.2813], [-2.8178, -0.3739, 2.1154], [-1.4896, -0.7064, 1.9522], [-1.0721, -1.5287, 2.8696], [-4.2568, -0.6060, 3.6976], [-3.2929, 0.2667, 1.4123], [-0.1108, -1.9963, 2.8213]],
  "mulliken_charge": [2.214, -1.161, -1.288, 0.549, 0.965, -1.110, -1.261, 0.583, -1.124, -0.168, 0.679, -1.323, -0.935, 0.670, -0.041, -0.997, 0.517, -0.567, -0.330, -1.169, -0.036, -0.503, 0.610, -0.941, 0.057, -0.854, 0.567, 0.934, -1.093, -1.023, -1.183, -0.727, 0.705, 0.743, -1.142, -1.156, -1.320, -1.220, -0.093, -1.377, -1.070, 0.408, 0.297, 0.276, 0.395, 0.498, 0.325, 0.450, 0.312, 0.439, 0.335, 0.860, 0.475, 0.462, 0.095, 0.419, 0.336, 0.605, 0.609, 0.683, 0.431, 0.458, 0.243, 0.402, 0.241, 0.436, 0.354, 0.164, 0.496, 0.027, 0.383, 0.509, 0.230, 0.420, 0.341, 0.449, 0.493, 0.332, 0.448, 0.318, 0.440, 0.535, 0.233, 0.432, 0.303, -1.042, -1.265, -0.521, 0.534, 0.400, -0.332, 0.572, -1.070, -0.928, -1.277, 0.733, 0.511, 0.632, 0.457, 0.523, 0.391, 0.521, 0.377, 0.576, -0.002, -0.156, -0.588, -0.740, 0.962, -0.117, 0.519, 0.320, 0.034],
  "molar_mass_g_mol": 953.05,
  "total_charge": 2,
  "lumo_ev": -6.42,
  "relative_energy_kcal_mol": 0.0,
  "gap_ev": 5.66
}

***

Entry 3:
{
  "formula": "C4H6O2",
  "method": "the ωB97M-V functional and the def2-TZVPD basis",
  "elements": ["C", "C", "O", "C", "C", "O", "H", "H", "H", "H", "H", "H"],
  "xyz": [[1.7543, 0.7905, -0.9009], [0.5433, -0.4304, 0.5632], [0.6790, 0.7712, 0.0569], [-0.8423, -0.5138, 1.1653], [-1.7996, -0.6093, -0.0199], [-2.2398, -1.6466, -0.4449], [1.4568, 0.1253, -1.7121], [2.6704, 0.4132, -0.4444], [1.8531, 1.8130, -1.2605], [-0.9096, -1.4387, 1.7369], [-1.1147, 0.3667, 1.7615], [-2.0508, 0.3589, -0.5011]],
  "mulliken_charge": [-0.534, -0.475, -0.140, -0.134, 0.011, -0.441, 0.307, 0.303, 0.237, 0.244, 0.290, 0.333],
  "molar_mass_g_mol": 86.09,
  "lumo_ev": 0.27,
  "relative_energy_kcal_mol": 86.7,
  "gap_ev": 9.06
}

***

Entry 4:
{
  "formula": "C3H3Br2NO",
  "method": "the ωB97M-V functional and the def2-TZVPD basis",
  "elements": ["O", "N", "C", "Br", "C", "C", "Br", "H", "H", "H"],
  "xyz": [[2.2361, -2.4722, 2.0599], [2.6745, -1.7949, 1.1976], [2.8746, -1.0535, 0.3107], [4.2837, -0.1192, -0.3651], [-1.5659, 1.6238, 0.7513], [-0.3190, 1.1752, 0.9204], [1.2706, 2.0501, 0.1239], [-2.4386, 1.0278, 1.0317], [-1.7145, 2.5901, 0.3105], [0.1964, 0.3166, 1.3958]],
  "mulliken_charge": [-0.577, 0.529, 0.008, 0.028, -0.498, -0.089, -0.153, 0.240, 0.249, 0.263],
  "molar_mass_g_mol": 228.87,
  "lumo_ev": -0.47,
  "smiles": "[O-][N+]#CBr.C=CBr",
  "relative_energy_kcal_mol": 86.0,
  "gap_ev": 9.31
}